# 1
{"formula": "CHBrFI", "method": "ωB97M-V/def2-TZVPD", "species": ["C", "F", "Br", "I", "H"], "coordinates": [[-0.10, 0.12, 0.02], [-0.14, 0.79, -1.08], [-0.02, 1.29, 1.48], [-1.30, -1.57, 0.11], [1.57, -0.64, -0.53]], "nbo_charge": [-0.08, -0.35, 0.14, 0.24, 0.06], "lumo_ha": [-0.0320, -0.0328], "gap_ev": [8.2492, 8.3310], "charge": 0, "e_above_lowest_kcal_mol": 74.4, "homo_energy_ha": [-0.335, -0.339]}

# 2
{"formula": "CHCl2FS", "method": "ωB97M-V/def2-TZVPD", "species": ["S", "C", "Cl", "Cl", "F", "H"], "coordinates": [[2.84, 2.16, 1.02], [2.80, 1.62, -0.49], [1.77, 2.41, -1.79], [3.64, 0.28, -1.10], [-0.77, 0.56, -0.19], [-0.38, 1.36, -0.44]], "nbo_charge": [0.19, -0.30, -0.02, 0.12, -0.56, 0.56], "lumo_ha": -0.0454, "smiles": "S=C(Cl)Cl.F", "gap_ev": 8.7983, "charge": 0, "e_above_lowest_kcal_mol": 3.5, "homo_energy_ha": -0.369}

# 3
{"formula": "CHCl2FS", "method": "ωB97M-V/def2-TZVPD", "species": ["C", "F", "S", "Cl", "Cl", "H"], "coordinates": [[0.03, 1.76, -2.43], [-0.32, 2.63, -1.46], [-0.05, -0.98, -0.70], [1.59, 1.80, -2.93], [-1.19, 1.39, -3.48], [-0.52, -1.33, 0.51]], "nbo_charge": [0.16, -0.32, -0.15, 0.11, 0.10, 0.10], "lumo_ha": [-0.0141, -0.0880], "gap_ev": [9.5693, 6.0205], "charge": 0, "e_above_lowest_kcal_mol": 65.3, "homo_energy_ha": [-0.366, -0.309]}

# 4
{"formula": "CHCl2FS", "method": "ωB97M-V/def2-TZVPD", "species": ["C", "F", "S", "Cl", "Cl", "H"], "coordinates": [[1.04, -0.25, -0.71], [2.27, -0.68, -0.71], [0.12, -0.13, -2.78], [0.98, 1.37, -0.07], [-1.74, -0.38, -2.04], [0.26, -0.82, -0.42]], "nbo_charge": [0.24, -0.30, 0.03, 0.01, -0.17, 0.18], "lumo_ha": -0.0126, "gap_ev": 8.8970, "charge": 0, "e_above_lowest_kcal_mol": 23.9, "homo_energy_ha": -0.340}